(1)
Below is 2 unconnected molecules or ions with the total composition C4H5FO2 at a distorted geometry, with properties calculated with wB97M-V/def2-TZVPD.

Structure (XYZ):
```
12
Properties=species:S:1:pos:R:3:forces:R:3
C -2.222 0.066 0.782 -1.5 -2.5 -0.7
F 1.588 1.145 0.748 -0.4 -1.2 -0.9
H -2.442 -1.037 0.296 0.3 2.8 0.7
H -1.477 -0.288 1.537 -0.9 1.1 -0.2
H 3.702 0.128 -0.523 -1.8 -1.7 -0.3
C -1.520 0.830 -0.294 0.8 0.9 -1.5
C 1.796 -0.690 -0.759 1.5 -0.1 1.8
C 1.042 0.071 0.035 -1.2 2.1 0.1
H -3.271 0.535 1.090 2.5 -0.9 -0.4
O -1.751 1.610 -1.155 0.5 -2.0 2.4
H 1.336 -1.621 -1.065 0.3 0.2 -0.7
O 3.219 -0.749 -0.694 -0.1 1.3 -0.3
```
Forces are in eV/Å.

Properties
ΔE to the lowest compared entry with this formula, charge and spin, eV: 5.724
Highest occupied orbital energy (alpha / beta), eV: -8.3 / -8.7
2S+1: 1
Frontier orbital gap (alpha / beta), eV: 7.6 / 8.4
Electronic energy, Ha: -405.556763

natural (NBO) population analysis, charges in e, atoms 1 to 8: atom 1 (C): -0.80, atom 2 (F): -0.39, atom 3 (H): 0.29, atom 4 (H): 0.29, atom 5 (H): 0.49, atom 6 (C): 0.71, atom 7 (C): -0.08, atom 8 (C): 0.18



(2)
Below is 2 unconnected molecules or ions with the total composition C4H5FO2 at a distorted geometry, with properties calculated with wB97M-V/def2-TZVPD.

Structure (XYZ):
```
12
Properties=species:S:1:pos:R:3:forces:R:3
H -2.589 -1.664 -0.110 0.3 4.8 0.5
O 0.119 1.976 -0.184 -0.5 -1.5 -0.4
F 2.187 -0.308 0.442 -1.6 -0.6 0.0
C 1.035 -0.412 -0.432 1.1 2.3 2.6
H 1.505 -0.091 -1.287 0.7 -0.8 -3.0
C -0.959 -0.161 0.499 -0.4 -1.7 -2.3
H -0.186 -2.477 0.076 1.0 0.6 1.0
C 0.000 0.776 -0.132 2.6 0.6 0.7
H -0.436 -1.573 -1.327 -0.1 0.9 1.7
O -2.264 0.010 0.042 -1.1 -5.3 0.0
C -0.081 -1.425 -0.226 -1.8 1.6 -1.4
H -0.791 0.019 1.556 -0.2 -0.8 0.7
```
Forces are in eV/Å.

Properties
ΔE to the lowest compared entry with this formula, charge and spin, eV: 7.006
Highest occupied orbital energy, eV: -9.5
2S+1: 1
Frontier orbital gap, eV: 7.2
Electronic energy, Ha: -405.509676

natural (NBO) population analysis, charges in e, atoms 1 to 8: atom 1 (H): 0.38, atom 2 (O): -0.46, atom 3 (F): -0.37, atom 4 (C): 0.09, atom 5 (H): 0.20, atom 6 (C): -0.01, atom 7 (H): 0.25, atom 8 (C): 0.55



(3)
Below is C4H5FO2S in the gas phase at a distorted geometry, with properties calculated with wB97M-V/def2-TZVPD.

Structure (XYZ):
```
13
Properties=species:S:1:pos:R:3:forces:R:3
C 0.866 -0.431 0.593 -0.9 0.5 0.0
H 0.845 -1.223 1.317 0.2 -0.6 0.2
O -0.546 2.287 0.456 -0.3 -0.1 -1.0
C -0.461 -0.429 -0.137 1.4 0.4 1.4
H -1.083 -2.083 0.873 -0.3 -0.9 0.2
H 3.087 0.042 0.071 0.3 0.1 0.0
H 0.946 0.485 1.197 0.3 -0.1 -0.6
C -1.329 -1.392 0.104 1.1 1.1 -0.3
F -2.459 -1.488 -0.535 -1.5 -0.3 -0.4
H -0.764 2.405 -1.600 -0.2 0.9 -0.2
C -0.664 1.873 -0.669 0.6 0.0 1.4
S 2.189 -0.639 -0.636 0.0 0.1 0.3
O -0.626 0.594 -1.034 -0.7 -1.1 -1.0
```
Forces are in eV/Å.

Properties
ΔE to the lowest compared entry with this formula, charge and spin, eV: 1.164
Highest occupied orbital energy, eV: -9.4
2S+1: 1
Frontier orbital gap, eV: 10.1
SMILES: O=CO/C(=C\F)CS
Electronic energy, Ha: -803.906953

natural (NBO) population analysis, charges in e, atoms 1 to 8: atom 1 (C): -0.57, atom 2 (H): 0.22, atom 3 (O): -0.57, atom 4 (C): 0.19, atom 5 (H): 0.17, atom 6 (H): 0.13, atom 7 (H): 0.25, atom 8 (C): 0.21



(4)
Below is 2 unconnected molecules or ions with the total composition C4H5FO3 at a distorted geometry, with properties calculated with wB97M-V/def2-TZVPD.

Structure (XYZ):
```
13
Properties=species:S:1:pos:R:3:forces:R:3
F -3.782 -0.597 1.980 0.0 0.9 0.4
H -3.417 -1.936 0.556 0.1 0.5 -0.6
O -3.223 0.679 -1.169 0.6 0.9 -1.0
O 3.014 -0.425 -0.653 1.3 -0.8 -0.6
C 1.974 -0.562 0.155 -0.7 1.7 -0.7
O 1.836 0.660 1.108 1.1 -0.1 0.1
H 3.004 0.371 -1.143 -0.3 1.5 -1.0
H 0.623 0.779 -0.651 0.1 -0.3 0.8
C -3.233 0.002 -0.240 -0.8 0.1 0.0
H 2.198 -1.449 0.610 -0.1 -2.3 2.0
C 0.657 0.025 0.186 -0.8 0.1 -1.2
C -3.534 -0.857 0.684 0.1 -2.4 1.2
H 1.915 0.251 1.972 -0.6 0.2 0.6
```
Forces are in eV/Å.

Properties
ΔE to the lowest compared entry with this formula, charge and spin, eV: 6.014
Highest occupied orbital energy, eV: -8.3
2S+1: 1
Frontier orbital gap, eV: 8.7
Electronic energy, Ha: -480.760800

natural (NBO) population analysis, charges in e, atoms 1 to 8: atom 1 (F): -0.32, atom 2 (H): 0.21, atom 3 (O): -0.42, atom 4 (O): -0.67, atom 5 (C): 0.29, atom 6 (O): -0.58, atom 7 (H): 0.48, atom 8 (H): 0.13